# 1
3 unconnected molecules or ions with the total composition C2H10NO3 at a distorted geometry. Source: the OMol25 dataset; level of theory: the ωB97M-V functional and the def2-TZVPD basis.

The LUMO energy is 4.12 eV. The energy relative to the best compared isomer or geometry (same formula, charge and spin) is 8.1 kcal per mole. Its charge is -1. Its total energy is -9869.4191 eV. For the HOMO energy, the calculation gives -3.88 eV.

Atoms and positions in Å:
C1 -0.486 1.560 -1.439
N1 0.617 1.297 -0.535
C2 0.205 0.422 0.572
O1 -0.231 -0.810 0.172
H1 -0.755 0.711 -2.081
H2 -0.351 2.489 -2.001
H3 -1.392 1.695 -0.843
H4 1.374 0.834 -1.017
H5 -0.626 0.982 1.030
H6 1.048 0.287 1.257
H7 -1.997 -0.757 2.607
H8 -1.066 -1.286 1.601
O2 -1.250 -1.369 2.591
H9 1.073 -1.837 -0.102
H10 2.031 -1.840 -1.288
O3 1.806 -2.380 -0.525

Atoms 1-2, force components in eV/Å:
-0.421 -0.283 0.185
0.244 0.541 0.230

Here are the Löwdin charges for atoms 1 to 8, given in e: atom 1 (C): -0.18, atom 2 (N): -0.13, atom 3 (C): -0.48, atom 4 (O): -0.33, atom 5 (H): 0.06, atom 6 (H): 0.05, atom 7 (H): 0.06, atom 8 (H): 0.07

***

# 2
3 unconnected molecules or ions with the total composition C2H10NO3. Source: the OMol25 dataset; level of theory: the ωB97M-V functional and the def2-TZVPD basis.

The LUMO energy is 4.22 eV. The energy relative to the best compared isomer or geometry (same formula, charge and spin) is 2.3 kcal per mole. Its charge is -1. Its total energy is -9869.6730 eV. For the HOMO energy, the calculation gives -4.08 eV.

Atoms and positions in Å:
C1 2.081 -0.003 0.318
N1 1.412 0.889 -0.611
C2 0.058 0.390 -0.966
O1 -0.772 0.166 0.085
H1 1.482 -0.315 1.181
H2 3.010 0.444 0.687
H3 2.358 -0.928 -0.202
H4 1.297 1.789 -0.157
H5 0.263 -0.537 -1.542
H6 -0.336 1.142 -1.675
H7 -1.348 -2.656 0.945
H8 -0.551 -1.463 0.349
O2 -0.518 -2.445 0.533
H9 -2.274 0.582 0.345
H10 -2.984 1.910 0.182
O3 -3.182 1.035 0.527

Atoms 1-2, force components in eV/Å:
0.264 -0.435 0.070
-0.027 0.117 -0.023

Here are the Löwdin charges for atoms 1 to 8, given in e: atom 1 (C): -0.19, atom 2 (N): -0.13, atom 3 (C): -0.46, atom 4 (O): -0.31, atom 5 (H): 0.06, atom 6 (H): 0.06, atom 7 (H): 0.07, atom 8 (H): 0.08

***

# 3
4 unconnected molecules or ions with the total composition C2H10NO5 at a distorted geometry. Source: the OMol25 dataset; level of theory: the ωB97M-V functional and the def2-TZVPD basis.

The LUMO energy is 3.63 eV. The energy relative to the best compared isomer or geometry (same formula, charge and spin) is 4.0 kcal per mole. Its charge is -1. Its total energy is -13966.6835 eV. For the HOMO energy, the calculation gives -5.50 eV.

Atoms and positions in Å:
C1 -0.053 1.133 1.545
N1 -0.245 0.145 0.479
C2 -0.030 -1.252 0.805
O1 -0.839 -2.026 0.234
O2 0.886 -1.505 1.600
H1 0.269 2.098 1.083
H2 0.673 0.867 2.304
H3 -0.932 1.314 2.153
H4 -1.219 0.295 0.194
H5 -1.560 -1.320 -1.218
H6 -2.765 -0.634 -1.896
O3 -1.874 -0.939 -2.060
H7 -0.404 0.179 -3.163
H8 0.286 0.687 -1.920
O4 0.214 0.884 -2.875
H9 2.590 0.263 0.146
H10 2.127 -0.353 1.524
O5 2.876 0.164 1.064

Atoms 1-2, force components in eV/Å:
0.770 0.925 -0.229
-0.735 0.674 0.654

Here are the Löwdin charges for atoms 1 to 8, given in e: atom 1 (C): -0.14, atom 2 (N): -0.03, atom 3 (C): -0.74, atom 4 (O): -0.06, atom 5 (O): -0.04, atom 6 (H): 0.08, atom 7 (H): 0.06, atom 8 (H): 0.06

***

# 4
2 unconnected molecules or ions with the total composition C2H10NOS at a distorted geometry. Source: the OMol25 dataset; level of theory: the ωB97M-V functional and the def2-TZVPD basis.

The LUMO energy is -3.36 eV. The energy relative to the best compared isomer or geometry (same formula, charge and spin) is 4.6 kcal per mole. Its charge is +1. Its total energy is -16602.4856 eV. For the HOMO energy, the calculation gives -13.49 eV.

Atoms and positions in Å:
C1 0.614 -1.038 -0.443
C2 0.534 -1.190 1.042
S1 -0.682 0.089 1.633
N1 1.036 0.361 -0.822
H1 -0.348 -1.145 -0.925
H2 1.270 -1.742 -0.927
H3 1.407 -1.144 1.668
H4 0.101 -2.173 1.240
H5 -0.082 0.211 2.832
H6 2.011 0.613 -0.625
H7 0.508 1.022 -0.220
H8 0.857 0.569 -1.790
H9 -2.735 1.433 -1.483
H10 -2.432 2.385 -0.284
O1 -2.058 1.750 -0.895

Atoms 1-2, force components in eV/Å:
0.622 0.485 -0.531
-1.785 -0.215 0.643

Here are the Löwdin charges for atoms 1 to 8, given in e: atom 1 (C): -0.22, atom 2 (C): -0.47, atom 3 (S): 0.77, atom 4 (N): 0.16, atom 5 (H): 0.13, atom 6 (H): 0.13, atom 7 (H): 0.08, atom 8 (H): 0.09